{
  "formula": "C3H7NO3",
  "method": "ωB97M-V/def2-TZVPD",
  "elements": ["C", "C", "O", "C", "N", "O", "H", "H", "H", "H", "H", "O", "H", "H"],
  "coordinates": [[1.077, 0.751, 0.829], [-0.213, 0.996, 0.580], [-0.869, 1.851, 1.427], [-1.037, 0.451, -0.504], [-0.763, -0.039, -1.641], [0.495, -0.186, -2.095], [1.543, 1.230, 1.672], [1.649, -0.002, 0.315], [-1.770, 2.005, 1.120], [-2.109, 0.503, -0.333], [1.154, 0.157, -1.463], [0.427, -2.226, 0.064], [0.035, -2.606, -0.729], [0.380, -2.885, 0.760]],
  "forces_ev_per_angstrom": [[-0.31, -0.07, -0.09], [0.72, 0.06, 0.11], [-0.16, 0.00, -0.14], [-0.03, 0.09, 0.25], [-0.77, -0.13, -0.38], [0.74, 0.11, 0.15], [0.10, 0.15, 0.14], [-0.09, -0.08, -0.06], [0.10, 0.00, -0.01], [-0.07, -0.07, -0.02], [-0.29, 0.04, 0.04], [0.14, 0.11, -0.01], [0.00, -0.09, 0.10], [-0.08, -0.14, -0.10]],
  "mulliken_charge": [-1.0046, 1.0421, -0.5040, -0.2544, -0.4238, -0.2632, 0.2675, 0.2261, 0.2913, 0.2922, 0.3102, -0.5725, 0.3222, 0.2709],
  "lumo_energy_ev": 0.606,
  "total_energy_ha": -398.8868,
  "homo_energy_ev": -9.0,
  "smiles": "C=C(O)/C=N\\O.O",
  "de_lowest_kj_mol": 396.1
}

{
  "formula": "C3H7NO3",
  "method": "ωB97M-V/def2-TZVPD",
  "elements": ["C", "C", "C", "N", "O", "O", "O", "H", "H", "H", "H", "H", "H", "H"],
  "coordinates": [[-0.913, -0.678, 0.310], [-0.214, 0.100, -0.656], [-0.258, 1.523, -0.213], [2.099, -0.642, 0.533], [1.077, -1.084, -0.309], [-1.635, 1.386, -0.109], [-1.648, -1.733, 0.051], [-1.838, -1.802, -0.897], [-0.770, -0.518, 1.372], [-0.376, -0.097, -1.708], [2.292, 0.341, 0.356], [1.817, -0.753, 1.505], [0.273, 1.720, 0.735], [0.092, 2.236, -0.970]],
  "forces_ev_per_angstrom": [[-0.90, -0.10, -0.20], [1.64, -1.22, 0.51], [-0.09, -0.25, 0.07], [0.12, 0.06, 0.07], [-0.78, 0.91, -0.62], [-0.09, -0.16, 0.16], [0.26, 0.71, 0.15], [0.10, 0.02, 0.01], [0.04, 0.14, -0.11], [-0.06, -0.02, 0.03], [-0.06, -0.10, 0.02], [-0.08, 0.11, -0.08], [-0.03, -0.04, -0.05], [-0.07, -0.06, 0.05]],
  "mulliken_charge": [0.1920, -0.0829, -0.4086, -0.4086, -0.3588, -0.6553, -0.4251, 0.3884, 0.3603, 0.3611, 0.2525, 0.2445, 0.2454, 0.2952],
  "lumo_energy_ev": 0.166,
  "total_energy_ha": -398.7642,
  "homo_energy_ev": -8.1,
  "de_lowest_kj_mol": 718.0
}

{
  "formula": "C3H7NO3",
  "method": "ωB97M-V/def2-TZVPD",
  "elements": ["C", "C", "C", "O", "O", "O", "N", "H", "H", "H", "H", "H", "H", "H"],
  "coordinates": [[2.495, -0.819, -0.017], [1.557, 0.058, -0.342], [0.359, 0.361, 0.519], [0.065, 1.719, 0.467], [-0.585, -0.417, -0.152], [-1.999, -0.111, 0.483], [-2.970, -0.228, -0.416], [3.387, -0.937, -0.609], [2.428, -1.416, 0.873], [1.616, 0.659, -1.231], [0.483, 0.001, 1.555], [-0.841, 1.833, 0.804], [-2.930, 0.471, -1.155], [-3.066, -1.173, -0.780]],
  "forces_ev_per_angstrom": [[-0.11, 0.38, -0.14], [0.59, 0.27, 0.77], [0.11, -0.62, -0.27], [-0.29, 0.29, 0.10], [-1.95, -0.14, -0.18], [1.01, -0.11, 0.21], [-0.10, -0.02, -0.34], [0.00, -0.16, -0.26], [-0.04, -0.13, 0.37], [0.03, 0.16, -0.28], [-0.06, 0.16, -0.15], [0.41, -0.08, -0.07], [0.23, -0.11, 0.13], [0.18, 0.10, 0.11]],
  "mulliken_charge": [-0.7038, -0.3247, 0.4403, -0.5496, -0.2455, -0.2050, -0.3035, 0.2754, 0.2600, 0.2899, 0.2282, 0.3329, 0.2505, 0.2548],
  "lumo_energy_ev": 0.795,
  "total_energy_ha": -398.8067,
  "homo_energy_ev": -9.7,
  "smiles": "C=C[C@@H](O)OON",
  "de_lowest_kj_mol": 606.5
}

{
  "formula": "C3H7NO3",
  "method": "ωB97M-V/def2-TZVPD",
  "elements": ["O", "C", "O", "N", "C", "C", "O", "H", "H", "H", "H", "H", "H", "H"],
  "coordinates": [[2.372, -1.635, 0.210], [1.606, -0.930, -0.401], [1.996, 0.060, -1.242], [0.249, -1.044, -0.341], [-0.683, 0.035, -0.586], [-0.959, 0.895, 0.626], [-2.113, 0.372, 1.273], [2.946, -0.042, -1.383], [0.005, -1.640, 0.448], [-0.305, 0.671, -1.380], [-1.613, -0.411, -0.941], [-1.129, 1.934, 0.335], [-0.086, 0.879, 1.296], [-2.286, 0.853, 2.086]],
  "forces_ev_per_angstrom": [[0.19, -0.06, -0.18], [-0.16, 0.23, -0.02], [-0.04, -0.07, -0.16], [0.12, -0.42, 0.77], [0.03, 0.16, -0.46], [-0.09, 0.19, 0.43], [-0.01, -0.22, 0.06], [0.04, 0.00, 0.20], [-0.07, 0.07, -0.38], [0.17, -0.15, -0.13], [-0.09, 0.16, 0.07], [-0.05, 0.04, -0.10], [-0.11, 0.00, -0.11], [0.07, 0.06, 0.03]],
  "mulliken_charge": [-0.5968, 0.5900, -0.4718, -0.2572, -0.5760, -0.3478, -0.5196, 0.3320, 0.2636, 0.3450, 0.2958, 0.3297, 0.3201, 0.2929],
  "lumo_energy_ev": 0.693,
  "total_energy_ha": -399.0085,
  "homo_energy_ev": -9.9,
  "smiles": "O=C(O)NCCO",
  "de_lowest_kj_mol": 76.5
}

{
  "formula": "C3H7NO3",
  "method": "ωB97M-V/def2-TZVPD",
  "elements": ["C", "C", "O", "C", "O", "O", "N", "H", "H", "H", "H", "H", "H", "H"],
  "coordinates": [[0.409, -1.670, -0.144], [0.642, -0.276, -0.677], [2.066, 0.121, -0.590], [0.004, 0.805, 0.193], [0.492, 1.632, 0.956], [-1.381, 0.627, 0.083], [-2.125, 1.383, 1.098], [0.538, -1.706, 0.943], [1.104, -2.386, -0.591], [-0.620, -1.983, -0.359], [0.335, -0.155, -1.720], [2.520, -0.370, -1.295], [-1.378, 1.904, 1.580], [-2.606, 2.074, 0.522]],
  "forces_ev_per_angstrom": [[-0.45, -0.27, 0.28], [2.49, 1.55, 0.44], [-0.96, -1.03, -0.73], [-1.59, 0.90, 1.41], [-0.73, -2.01, -1.91], [1.17, 0.63, 0.78], [0.56, -0.11, -0.64], [0.09, 0.08, -0.20], [-0.11, 0.20, -0.05], [0.22, 0.02, 0.00], [-0.30, -0.04, 0.19], [-0.11, 0.24, 0.39], [-0.26, -0.11, -0.08], [-0.01, -0.04, 0.10]],
  "mulliken_charge": [-1.1546, 0.2841, -0.5215, 0.5277, -0.5987, -0.2128, -0.4763, 0.3048, 0.3532, 0.3229, 0.2795, 0.3122, 0.3109, 0.2685],
  "lumo_energy_ev": 0.676,
  "total_energy_ha": -398.9263,
  "homo_energy_ev": -10.2,
  "smiles": "C[C@H](O)C(=O)ON",
  "de_lowest_kj_mol": 292.4
}

{
  "formula": "C3H7NO3",
  "method": "ωB97M-V/def2-TZVPD",
  "elements": ["O", "C", "O", "N", "C", "C", "O", "H", "H", "H", "H", "H", "H", "H"],
  "coordinates": [[-2.359, 1.105, -0.589], [-1.402, 0.590, -0.087], [-1.508, -0.344, 0.881], [-0.131, 1.041, -0.324], [1.139, 0.479, 0.180], [1.226, -1.033, -0.087], [2.532, -1.579, -0.106], [-0.754, -0.350, 1.449], [-0.001, 1.918, -0.786], [1.332, 0.890, 1.178], [1.868, 0.869, -0.534], [0.527, -1.638, 0.486], [0.973, -1.043, -1.150], [2.981, -1.388, 0.709]],
  "forces_ev_per_angstrom": [[-0.52, -0.44, -0.41], [0.45, 1.69, 0.59], [-1.13, -0.49, -0.53], [1.07, -0.85, 0.36], [-0.42, 0.29, -0.71], [0.14, 0.40, -0.90], [-0.17, 0.21, -0.03], [0.87, -0.01, 0.51], [-0.64, 0.12, -0.34], [0.27, -0.54, 0.09], [0.30, 0.23, 0.49], [0.07, -0.14, 0.05], [-0.58, -0.50, 0.18], [0.30, 0.03, 0.65]],
  "mulliken_charge": [-0.5763, 0.6298, -0.4619, -0.1685, -0.7992, -0.2400, -0.4979, 0.3383, 0.2127, 0.2999, 0.3420, 0.3728, 0.2601, 0.2882],
  "lumo_energy_ev": 0.374,
  "total_energy_ha": -398.9814,
  "homo_energy_ev": -10.1,
  "smiles": "O=C(O)NCCO",
  "de_lowest_kj_mol": 147.8
}

{
  "formula": "C3H7NO3",
  "method": "ωB97M-V/def2-TZVPD",
  "elements": ["O", "C", "O", "C", "C", "O", "N", "H", "H", "H", "H", "H", "H", "H"],
  "coordinates": [[-0.208, 0.946, 2.308], [-0.450, 0.925, 1.154], [-0.769, 1.992, 0.386], [-0.341, -0.309, 0.219], [1.134, -0.576, -0.107], [1.208, -1.802, -0.774], [-1.092, -0.134, -0.954], [-0.655, 2.803, 0.911], [-0.786, -1.120, 0.820], [1.722, -0.480, 0.812], [1.467, 0.262, -0.723], [1.801, -1.725, -1.534], [-0.940, -0.875, -1.654], [-2.091, 0.092, -0.863]],
  "forces_ev_per_angstrom": [[0.12, -0.31, 0.24], [-0.05, 0.68, -0.84], [0.17, -0.13, 0.20], [0.43, 1.20, 0.96], [0.12, 0.46, -0.06], [-0.01, 0.09, -0.20], [-1.32, -2.04, 0.32], [-0.21, 0.00, 0.02], [-0.02, -0.43, -0.21], [-0.15, -0.58, 0.05], [0.02, 0.01, -0.21], [0.02, -0.16, 0.21], [0.47, 0.57, -0.33], [0.41, 0.64, -0.15]],
  "mulliken_charge": [-0.4177, 0.3181, -0.4311, 0.4532, -0.7684, -0.4960, -0.1728, 0.3808, 0.3312, 0.3664, 0.4370, 0.3584, 0.3256, 0.3152],
  "total_charge": 1,
  "lumo_energy_ev": [-3.629, -9.083],
  "total_energy_ha": -398.6498,
  "multiplicity": 2,
  "homo_energy_ev": [-15.6, -15.5],
  "de_lowest_kj_mol": 53.3,
  "s_squared": 0.75
}

{
  "formula": "C3H7NO3S",
  "method": "ωB97M-V/def2-TZVPD",
  "elements": ["O", "C", "O", "C", "C", "S", "N", "H", "H", "H", "H", "H", "H", "H", "O"],
  "coordinates": [[-1.285, -0.615, -0.267], [-0.087, -0.867, 0.066], [0.328, -1.849, 0.710], [0.987, 0.194, -0.375], [1.709, 0.743, 0.909], [2.531, 2.373, 0.746], [0.443, 1.201, -1.232], [1.765, -0.391, -0.882], [0.997, 0.833, 1.734], [2.426, -0.023, 1.168], [0.937, 2.068, -1.040], [-0.546, 1.335, -1.078], [-2.848, -1.228, -0.492], [-3.666, -2.023, 0.475], [-3.693, -1.752, -0.441]],
  "forces_ev_per_angstrom": [[-0.02, 0.10, 0.08], [0.29, 0.45, -0.22], [-0.13, -0.05, -0.08], [-0.01, -0.67, 1.05], [-0.45, 0.21, -0.24], [0.26, 0.05, -0.08], [0.01, 0.43, -0.87], [-0.07, 0.10, -0.29], [-0.10, -0.15, -0.06], [0.20, -0.14, 0.30], [0.04, 0.13, 0.07], [-0.09, -0.27, 0.27], [0.24, -0.32, 0.04], [0.04, -0.16, 0.25], [-0.22, 0.29, -0.24]],
  "mulliken_charge": [-0.8267, 0.3760, -0.7327, 0.3406, -0.7849, -0.7927, -0.6607, 0.0506, 0.2292, 0.2573, 0.2073, 0.2505, 0.5369, 0.2596, -0.7102],
  "total_charge": -2,
  "lumo_energy_ev": 6.113,
  "total_energy_ha": -797.1947,
  "homo_energy_ev": 0.4,
  "de_lowest_kj_mol": 53.7
}

{
  "formula": "C3H7NO3S",
  "method": "ωB97M-V/def2-TZVPD",
  "elements": ["N", "C", "C", "O", "C", "S", "O", "O", "H", "H", "H", "H", "H", "H", "H"],
  "coordinates": [[-1.020, -1.491, -0.507], [-1.604, -0.216, -0.177], [-0.753, 0.826, 0.729], [0.119, 1.539, -0.122], [1.095, 0.867, -0.705], [2.452, 0.183, 0.165], [2.110, -0.320, 1.466], [3.256, -0.692, -0.687], [-0.705, -1.993, 0.283], [-0.367, -1.601, -1.198], [-2.342, -0.518, 0.588], [-2.183, 0.334, -0.903], [-1.393, 1.598, 1.264], [-0.142, 0.295, 1.463], [1.478, 1.189, -1.659]],
  "forces_ev_per_angstrom": [[-1.76, 0.85, 0.60], [-0.06, 0.27, 3.61], [-1.18, -0.99, -0.22], [1.24, 0.73, -1.53], [0.37, -0.29, 1.18], [-0.15, -1.12, -1.40], [-0.25, 0.18, 0.90], [-0.42, 0.92, 0.33], [0.14, -0.41, 1.00], [1.80, 0.32, -2.22], [-0.24, 0.29, -0.33], [0.34, -0.19, -0.77], [0.66, -0.99, -0.92], [-0.26, -0.17, 0.05], [-0.23, 0.61, -0.29]],
  "mulliken_charge": [-0.4860, -0.5893, -0.2760, -0.2897, -0.0659, 0.7595, -0.5350, -0.5405, 0.2330, 0.2350, 0.3442, 0.3395, 0.2828, 0.2906, 0.2979],
  "lumo_energy_ev": [-1.214, -1.214],
  "total_energy_ha": -797.0431,
  "homo_energy_ev": [-8.9, -8.9],
  "smiles": "NCCOC=S(=O)=O",
  "de_lowest_kj_mol": 321.0
}